The following is a quantum chemistry calculation of the molecule C3H6N2S2, from the Open Molecules 2025 dataset.

Structure (ORCA input):
```
! wB97M-V def2-TZVPD RIJCOSX def2/J DEFGRID3
* xyz 0 1
H -1.168 1.139 0.302
S 2.082 0.873 -1.507
C -0.179 -0.711 0.277
H -1.986 -0.956 1.275
H -0.381 3.285 0.185
H -1.119 -2.375 0.960
S 0.321 3.140 -0.971
H 0.809 -2.457 -0.031
N -1.260 -1.413 0.786
C -0.270 0.652 0.002
C 0.676 1.373 -0.735
H 1.589 -1.105 -0.579
N 0.886 -1.445 0.035
*
```

Frontier orbital gap, Ha: 0.308
Strongest force on any atom, eV/A: 2.12
LUMO, Ha: 0.013
Relative energy (zero: lowest compared OMol25 entry of this formula, charge and spin), kJ/mol: 21.97
Total energy, eV: -27858.8691
Structure (SMILES): NC(N)=CC(=S)S